[1]
# C6H10

The ion C6H10 with charge +1 (the ωB97M-V functional and the def2-TZVPD basis, the OMol25 dataset).

Each line ends with the Mulliken spin population.
CARTESIAN COORDINATES (ANGSTROEM)
C1 0.576 1.287 -1.375  0.517
C2 -0.051 0.089 -0.947  -0.074
C3 -0.709 -0.813 -1.767  0.495
C4 0.146 -1.517 0.961  -0.006
C5 -0.049 -0.149 0.518  -0.005
C6 -0.063 0.971 1.479  0.017
H1 0.775 0.947 2.163  -0.004
H2 0.668 1.453 -2.437  0.021
H3 1.163 1.908 -0.734  0.021
H4 -0.685 -0.659 -2.824  0.016
H5 -1.403 -1.527 -1.353  0.021
H6 -0.277 -1.678 1.949  0.000
H7 1.140 -0.910 0.891  -0.004
H8 -0.899 0.852 2.258  -0.001
H9 -0.121 -2.198 0.197  -0.005
H10 -0.211 1.943 1.020  -0.009

Force components x, y, z for each atom (eV/Å):
-0.214 -1.532 -0.495
0.325 1.306 0.748
-0.016 0.453 0.445
-1.785 3.147 0.264
-1.022 -0.278 -0.714
-1.604 0.064 1.400
0.581 0.124 -0.128
-0.072 0.165 -0.089
0.027 0.279 0.371
-0.119 -0.030 -0.465
0.138 -0.287 -0.104
0.930 -0.274 0.239
1.040 -1.934 0.420
0.717 -0.135 -1.318
0.808 -1.011 -0.562
0.267 -0.057 -0.014

Output
Total charge: +1
2S+1: 2
E: -234.208215 Ha
Energy above the lowest of the compared OMol25 structures with the same formula, charge and spin: 36.2 kcal per mole
HOMO energy (alpha / beta): -12.87 / -15.90 eV
Orbital gap (alpha / beta): 0.25680 / 0.37854 Ha

=====

[2]
# C54H43IrO5P2S

A structure of composition C54H43IrO5P2S (the ωB97M-V functional and the def2-TZVPD basis, the OMol25 dataset).

Each line ends with the Mulliken charge.
CARTESIAN COORDINATES (ANGSTROEM)
Ir1 0.118 -0.171 0.210  2.293
O1 -2.740 2.111 2.159  -0.783
C1 -1.904 1.853 1.306  0.452
O2 -1.243 0.734 1.393  0.127
C2 -1.689 2.849 0.180  -0.028
C3 -2.582 3.929 0.224  -1.101
C4 -2.520 4.986 -0.658  -0.668
C5 -1.526 4.991 -1.631  -0.686
C6 -0.638 3.940 -1.699  -0.967
C7 -0.702 2.852 -0.812  1.144
S1 0.573 1.679 -1.119  -0.484
H1 -3.328 3.903 1.004  0.473
H2 -3.231 5.798 -0.587  0.417
H3 -1.445 5.809 -2.336  0.435
H4 0.137 3.937 -2.456  0.502
C8 1.867 -2.697 7.057  -2.395
C9 1.904 -2.788 5.531  1.940
C10 2.736 -4.016 5.114  -1.770
C11 2.536 -1.540 4.922  0.617
C12 3.539 -0.796 5.526  -0.003
C13 4.100 0.304 4.886  -1.584
C14 3.624 0.711 3.653  -0.181
C15 2.596 0.008 3.026  -0.287
P1 1.779 0.748 1.544  1.753
C16 1.234 2.322 2.305  0.958
C17 1.133 3.515 1.591  -0.805
C18 0.617 4.657 2.187  -1.203
C19 0.176 4.621 3.499  -0.742
C20 0.254 3.436 4.216  -0.864
C21 0.780 2.298 3.627  -0.587
C22 3.326 1.020 0.601  0.719
C23 3.881 2.247 0.265  -0.138
C24 5.101 2.309 -0.398  -0.807
C25 5.782 1.148 -0.724  -0.687
C26 5.241 -0.084 -0.378  -0.695
C27 4.022 -0.146 0.277  -0.865
C28 2.135 -1.136 3.651  -0.878
O3 1.232 -1.870 2.946  0.105
C29 0.258 -2.503 3.662  -1.300
C30 -0.942 -2.671 2.989  0.812
C31 -1.963 -3.342 3.652  -0.502
C32 -1.768 -3.794 4.949  -1.434
C33 -0.551 -3.597 5.590  0.091
C34 0.499 -2.945 4.954  0.505
P2 -1.025 -2.125 1.244  1.764
C35 -0.658 -3.730 0.450  0.628
C36 0.625 -3.937 -0.048  -0.046
C37 0.983 -5.166 -0.587  -1.038
C38 0.061 -6.199 -0.631  -0.770
C39 -1.216 -6.007 -0.119  -0.854
C40 -1.572 -4.784 0.424  -0.339
C41 -2.811 -1.857 1.028  1.030
C42 -3.492 -2.308 -0.100  -1.063
C43 -4.835 -2.014 -0.270  -0.790
C44 -5.506 -1.249 0.675  -0.792
C45 -4.828 -0.779 1.789  -0.698
C46 -3.488 -1.083 1.969  -1.141
H5 2.874 -2.617 7.465  0.511
H6 1.430 -3.598 7.486  0.509
H7 1.286 -1.835 7.388  0.438
H8 3.759 -3.921 5.485  0.385
H9 2.772 -4.110 4.027  0.410
H10 2.295 -4.927 5.521  0.399
H11 3.899 -1.071 6.508  0.310
H12 4.892 0.861 5.368  0.416
H13 4.026 1.602 3.187  0.578
H14 1.427 3.551 0.553  0.457
H15 0.537 5.567 1.606  0.425
H16 -0.243 5.507 3.958  0.386
H17 -0.108 3.389 5.234  0.450
H18 0.815 1.382 4.202  0.270
H19 3.382 3.168 0.525  0.382
H20 5.518 3.274 -0.655  0.455
H21 6.734 1.200 -1.235  0.392
H22 5.772 -0.999 -0.613  0.501
H23 3.609 -1.110 0.547  0.352
H24 -2.918 -3.491 3.165  0.518
H25 -2.569 -4.303 5.467  0.421
H26 -0.426 -3.965 6.599  0.301
H27 1.347 -3.133 -0.010  0.288
H28 1.985 -5.314 -0.971  0.498
H29 0.336 -7.156 -1.056  0.403
H30 -1.937 -6.814 -0.142  0.449
H31 -2.566 -4.649 0.830  0.357
H32 -2.972 -2.875 -0.859  0.556
H33 -5.355 -2.372 -1.150  0.463
H34 -6.552 -1.009 0.534  0.397
H35 -5.330 -0.152 2.513  0.453
H36 -2.963 -0.674 2.820  0.468
C47 2.590 -1.595 -2.997  -2.128
C48 1.305 -1.308 -2.266  1.045
O4 1.445 -1.168 -1.027  0.215
C49 0.057 -1.273 -2.973  1.236
C50 0.055 -1.636 -4.346  -1.541
C51 -1.085 -1.693 -5.091  -1.104
C52 -2.309 -1.360 -4.478  -0.574
C53 -2.359 -0.995 -3.164  -0.750
C54 -1.188 -0.938 -2.357  0.367
O5 -1.370 -0.585 -1.129  0.062
H37 3.419 -1.370 -2.332  0.057
H38 2.669 -0.984 -3.894  0.542
H39 2.640 -2.645 -3.295  0.415
H40 0.993 -1.889 -4.820  0.379
H41 -1.049 -1.983 -6.132  0.407
H42 -3.225 -1.385 -5.056  0.454
H43 -3.288 -0.716 -2.687  0.534

Force components x, y, z for each atom (eV/Å):
-0.434 -0.073 0.446
0.051 0.018 0.029
-0.111 -0.134 -0.060
0.237 0.097 -0.054
0.001 0.023 0.084
-0.033 0.011 0.006
0.022 -0.017 -0.018
0.003 -0.007 0.032
-0.024 0.000 -0.027
-0.044 -0.041 -0.191
0.141 0.040 0.064
-0.001 0.006 0.000
-0.002 0.001 -0.001
-0.001 0.002 0.002
-0.011 -0.011 -0.009
0.022 -0.023 -0.007
-0.040 0.036 0.013
-0.012 0.007 -0.040
0.062 -0.054 0.001
-0.035 0.036 0.017
-0.010 -0.005 -0.013
-0.033 0.040 0.028
-0.040 0.048 0.048
0.208 -0.116 0.031
-0.049 0.058 -0.030
0.074 -0.007 0.040
0.009 -0.015 0.000
0.004 -0.001 0.001
-0.002 -0.022 -0.013
-0.040 -0.033 -0.049
0.014 -0.067 0.050
0.016 0.022 -0.012
-0.016 0.011 0.011
0.006 -0.019 0.000
-0.015 -0.010 -0.026
-0.006 0.037 -0.040
-0.011 0.070 -0.041
0.092 -0.192 -0.049
-0.105 0.018 -0.071
0.071 0.059 0.108
-0.035 0.016 0.024
0.015 0.019 -0.021
-0.025 0.030 0.018
0.038 -0.046 0.015
0.110 0.073 -0.157
0.009 0.018 -0.061
0.029 0.001 0.022
-0.002 0.001 0.011
-0.009 0.001 0.004
0.008 0.002 0.002
0.001 0.006 0.008
-0.012 -0.074 0.015
-0.001 -0.012 0.032
0.000 0.005 -0.006
-0.006 -0.005 -0.003
0.011 0.013 -0.003
0.003 0.056 -0.037
0.000 0.000 -0.002
0.000 -0.002 -0.002
0.002 0.001 0.005
0.000 0.000 0.003
0.002 0.001 0.001
-0.001 0.000 -0.001
0.003 0.000 -0.002
0.006 -0.002 -0.001
-0.006 0.003 -0.003
-0.032 0.014 0.016
0.001 0.004 0.002
-0.004 0.000 -0.001
-0.003 -0.004 -0.002
0.018 -0.026 0.003
-0.002 0.000 0.007
0.001 -0.001 0.001
0.000 -0.002 -0.001
-0.001 0.005 -0.003
-0.013 -0.020 0.010
0.009 -0.003 0.006
-0.001 -0.007 -0.002
0.000 -0.003 -0.001
0.006 -0.024 0.014
0.001 0.002 0.001
0.000 -0.001 -0.002
-0.001 -0.002 0.003
-0.011 0.003 -0.008
0.018 -0.018 -0.027
0.006 -0.002 -0.001
-0.001 -0.004 0.002
-0.002 0.003 0.004
0.018 0.013 0.023
0.004 -0.047 0.004
-0.041 -0.249 0.029
0.087 0.432 -0.044
-0.021 0.039 0.018
0.020 0.009 -0.030
-0.008 0.016 0.007
0.006 -0.006 0.027
-0.009 0.002 -0.047
-0.058 0.029 0.097
-0.085 -0.038 -0.253
0.007 -0.010 0.018
0.030 0.004 0.010
-0.023 0.000 -0.010
-0.004 -0.010 0.002
-0.003 0.002 -0.004
0.002 0.001 -0.007
-0.004 -0.001 0.019

Output
E: -3645.149336 Ha
HOMO energy: -7.08 eV
Orbital gap: 0.26178 Ha